This record from the Open Molecules 2025 dataset describes 2 unconnected molecules or ions with the total composition C4H9O. The level of theory is ωB97M-V with the def2-TZVPD basis set.

The calculation puts the highest occupied orbital energy at -1.62 eV. The calculation puts the HOMO-LUMO gap at 5.809 eV. The value obtained for the energy above the lowest of the compared OMol25 structures with the same formula, charge and spin is 42.17 kcal/mol. For the total energy, the calculation gives -232.9517 hartree.

```
! wB97M-V def2-TZVPD RIJCOSX def2/J DEFGRID3
* xyz -1 1
C 2.09 -0.10 0.12
O 2.76 1.04 -0.02
C 1.02 -0.58 -0.85
C 0.57 -0.03 0.47
C -0.04 -1.06 1.41
H 2.63 -0.98 0.52
H -5.75 3.30 -2.07
H 0.83 -0.01 -1.76
H 1.24 -1.60 -1.11
H -5.12 2.97 -2.32
H 0.32 1.01 0.57
H 0.72 -1.79 1.66
H -0.35 -0.62 2.37
H -0.92 -1.56 1.00
*
```

Atom charges from the Löwdin analysis, given in e for atoms 1 to 4: number 1, C, carries -0.579; number 2, O, carries -0.319; number 3, C, carries -0.167; number 4, C, carries -0.306

---

This record from the Open Molecules 2025 dataset describes 2 unconnected molecules or ions with the total composition CH3NO2P. The level of theory is ωB97M-V with the def2-TZVPD basis set.

The calculation puts the highest occupied orbital energy at -2.03 eV. The calculation puts the HOMO-LUMO gap at 5.484 eV. The value obtained for the energy above the lowest of the compared OMol25 structures with the same formula, charge and spin is 41.96 kcal/mol. For the total energy, the calculation gives -586.4855 hartree.

```
! wB97M-V def2-TZVPD RIJCOSX def2/J DEFGRID3
* xyz -1 1
C -2.19 0.11 0.06
N 1.02 -0.30 -1.04
O -1.82 -0.54 0.88
O -2.61 0.89 -0.69
P 1.11 -0.16 0.57
H 0.07 0.15 -1.35
H 2.21 0.88 0.72
H 2.21 -1.03 0.84
*
```

Atom charges from the Löwdin analysis, given in e for atoms 1 to 4: number 1, C, carries -0.532; number 2, N, carries -0.586; number 3, O, carries 0.143; number 4, O, carries 0.157

---

This record from the Open Molecules 2025 dataset describes C5H6F4N2O in the gas phase. The level of theory is ωB97M-V with the def2-TZVPD basis set.

Its expectation value of S² is 2.006. The calculation puts the highest occupied orbital energy (alpha / beta) at -5.98 / -11.04 eV. The calculation puts the HOMO-LUMO gap (alpha / beta) at 6.826 / 7.841 eV. The value obtained for the energy above the lowest of the compared OMol25 structures with the same formula, charge and spin is 51.66 kcal/mol. For the total energy, the calculation gives -778.1074 hartree.

```
! wB97M-V def2-TZVPD RIJCOSX def2/J DEFGRID3
* xyz 0 3
C -1.41 1.25 0.85
C 0.08 -1.37 1.97
C -0.29 -0.79 0.58
C 1.03 0.45 -1.14
C 0.00 0.14 -2.20
N -1.38 0.04 0.83
N 1.94 1.25 -1.41
O 0.88 -0.09 0.13
F -0.04 -1.23 -2.30
F -1.24 0.52 -1.99
F 0.41 0.62 -3.29
F -0.30 2.03 0.39
H 0.74 -0.62 2.46
H -0.95 -1.45 2.60
H 0.70 -2.27 2.08
H -2.21 1.84 1.10
H -0.53 -1.64 -0.04
H 2.59 1.33 -0.62
*
```

Atom charges from the Löwdin analysis, given in e for atoms 1 to 4: number 1, C, carries -0.105; number 2, C, carries -0.021; number 3, C, carries -0.380; number 4, C, carries -0.376

---

This record from the Open Molecules 2025 dataset describes a molecular structure, C26H86CdN6O16. The level of theory is ωB97M-V with the def2-TZVPD basis set.

The calculation puts the highest occupied orbital energy at -7.84 eV. The calculation puts the HOMO-LUMO gap at 5.110 eV. For the total energy, the calculation gives -2741.7636 hartree.

```
! wB97M-V def2-TZVPD RIJCOSX def2/J DEFGRID3
* xyz 0 1
Cd -23.98 -21.22 10.06
O -22.00 -22.59 11.93
C -20.75 -23.11 11.46
C -20.22 -22.54 10.03
O -21.26 -22.17 9.07
H -20.74 -24.20 11.49
H -19.99 -22.90 12.22
H -19.47 -23.19 9.59
H -19.72 -21.59 10.26
C -22.83 -29.64 12.29
C -24.41 -29.38 12.47
C -24.98 -30.58 13.24
O -24.51 -30.69 14.54
C -24.89 -31.99 15.08
N -24.68 -28.02 12.93
H -22.28 -29.92 13.19
H -22.37 -28.71 11.95
H -22.64 -30.52 11.67
H -24.86 -29.53 11.48
H -24.78 -31.46 12.62
H -26.07 -30.53 13.28
H -25.96 -32.20 15.03
H -24.56 -32.12 16.11
H -24.32 -32.81 14.64
H -24.30 -28.03 13.87
H -23.91 -27.48 12.57
C -21.86 -16.52 12.41
C -23.06 -17.40 12.71
C -24.16 -16.75 13.59
O -25.23 -17.62 13.90
C -26.30 -16.96 14.74
N -23.53 -17.82 11.38
H -22.10 -15.81 11.62
H -21.04 -17.12 12.02
H -21.37 -16.08 13.28
H -22.69 -18.21 13.34
H -24.50 -15.82 13.13
H -23.66 -16.58 14.54
H -26.08 -16.89 15.81
H -27.23 -17.50 14.55
H -26.41 -15.95 14.36
H -23.08 -17.25 10.67
H -24.44 -17.38 11.32
C -28.21 -20.37 6.48
C -26.74 -20.69 5.95
C -26.41 -20.25 4.49
O -25.02 -20.42 4.15
C -24.64 -20.13 2.81
N -25.71 -20.08 6.77
H -28.38 -19.30 6.53
H -28.32 -20.75 7.50
H -28.99 -20.92 5.95
H -26.50 -21.74 6.10
H -26.79 -19.24 4.31
H -27.06 -20.79 3.81
H -24.88 -19.19 2.30
H -24.97 -20.83 2.04
H -23.58 -20.34 2.70
H -24.92 -19.99 6.16
H -26.15 -19.17 6.84
C -16.69 -27.39 16.23
C -16.45 -26.11 17.07
C -15.06 -25.42 16.82
O -15.07 -24.28 17.69
C -13.85 -23.47 17.73
N -17.49 -25.14 16.78
H -16.65 -27.29 15.14
H -17.63 -27.85 16.53
H -15.98 -28.17 16.52
H -16.55 -26.38 18.12
H -14.95 -25.27 15.75
H -14.13 -25.93 17.10
H -13.92 -22.78 16.89
H -12.93 -24.05 17.70
H -13.87 -22.91 18.67
H -17.18 -24.44 17.44
H -17.40 -24.70 15.88
C -11.99 -26.61 9.47
C -12.85 -25.35 9.38
C -13.32 -24.82 10.82
O -14.02 -23.63 10.60
C -14.63 -23.17 11.78
N -12.01 -24.38 8.66
H -12.49 -27.35 10.09
H -11.07 -26.36 9.99
H -11.71 -27.04 8.51
H -13.68 -25.66 8.76
H -12.49 -24.58 11.49
H -14.02 -25.58 11.17
H -13.98 -22.76 12.55
H -15.35 -23.74 12.37
H -15.19 -22.37 11.30
H -11.17 -24.34 9.22
H -11.75 -24.95 7.87
C -18.30 -28.28 7.94
C -17.63 -28.39 6.62
C -17.91 -29.73 5.98
O -17.54 -30.80 6.80
C -18.03 -32.08 6.33
N -18.05 -27.19 5.95
H -18.09 -29.00 8.73
H -19.33 -27.96 7.74
H -17.97 -27.32 8.33
H -16.56 -28.42 6.84
H -17.41 -29.72 5.02
H -18.99 -29.80 5.84
H -19.12 -32.05 6.37
H -17.61 -32.83 7.00
H -17.72 -32.14 5.29
H -18.99 -27.43 5.69
H -17.48 -27.21 5.11
O -19.18 -20.95 5.22
H -19.42 -20.04 5.40
H -19.76 -21.47 5.79
O -26.55 -20.72 11.99
H -27.49 -20.56 11.90
H -26.33 -20.37 12.86
O -16.13 -23.33 7.07
H -16.97 -22.89 6.90
H -16.34 -24.27 7.01
O -21.60 -21.57 16.11
H -20.83 -21.01 16.21
H -21.71 -21.66 15.17
O -22.86 -23.69 5.14
H -23.57 -23.28 4.65
H -22.53 -23.00 5.72
O -15.49 -19.51 8.70
H -15.61 -18.72 8.18
H -16.17 -19.46 9.38
O -20.28 -17.97 7.32
H -20.36 -18.91 7.50
H -19.35 -17.84 7.16
O -25.35 -23.30 15.31
H -26.24 -23.34 14.96
H -24.79 -23.24 14.54
*
```

Atom charges from the Löwdin analysis, given in e for atoms 1 to 4: number 1, Cd, carries 1.071; number 2, O, carries -0.356; number 3, C, carries -0.317; number 4, C, carries -0.286

---

This record from the Open Molecules 2025 dataset describes C4H5ClS2 in the gas phase. The level of theory is ωB97M-V with the def2-TZVPD basis set.

The calculation puts the highest occupied orbital energy at -8.95 eV. The calculation puts the HOMO-LUMO gap at 7.919 eV. The SMILES is C=C(CCl)C(=S)S. The value obtained for the energy above the lowest of the compared OMol25 structures with the same formula, charge and spin is 16.71 kcal/mol. For the total energy, the calculation gives -1411.9370 hartree.

```
! wB97M-V def2-TZVPD RIJCOSX def2/J DEFGRID3
* xyz 0 1
C -0.18 -0.03 0.94
C -0.18 0.70 -0.36
C -1.17 1.55 -0.68
C 1.03 0.50 -1.23
H -1.16 1.91 1.66
H -1.09 2.29 -1.47
H -2.09 1.56 -0.09
H 1.40 1.38 -1.70
H 1.81 0.03 -0.61
S -1.08 0.71 2.20
S 0.57 -1.47 1.16
Cl 0.72 -0.66 -2.56
*
```

Atom charges from the Löwdin analysis, given in e for atoms 1 to 4: number 1, C, carries -1.174; number 2, C, carries -0.475; number 3, C, carries 0.038; number 4, C, carries -0.572

---

This record from the Open Molecules 2025 dataset describes 10 unconnected molecules or ions with the total composition C39H95N3O10. The level of theory is ωB97M-V with the def2-TZVPD basis set.

The calculation puts the highest occupied orbital energy at -8.03 eV. The calculation puts the HOMO-LUMO gap at 8.111 eV. The SMILES is CC1(C)CCCC(C)(C)N1O.CC1(C)CCCC(C)(C)N1O.CC1(C)CCCC(C)(C)N1O.CCO.CCO.CCO.CCO.CCO.CO.CO. The value obtained for the energy above the lowest of the compared OMol25 structures with the same formula, charge and spin is 151.31 kcal/mol. For the total energy, the calculation gives -2459.1903 hartree.

```
! wB97M-V def2-TZVPD RIJCOSX def2/J DEFGRID3
* xyz 0 1
C -7.66 7.05 5.85
C -6.24 7.68 5.73
C -5.92 8.49 6.97
C -5.62 7.67 8.26
C -4.51 6.65 7.87
C -4.64 5.81 6.55
N -5.19 6.67 5.48
O -5.36 6.07 4.26
C -3.16 5.35 6.21
C -5.38 4.49 6.80
C -6.29 8.65 4.57
H -7.76 6.45 6.76
H -7.89 6.36 5.04
H -8.44 7.81 5.95
H -4.99 9.01 6.73
H -6.75 9.14 7.27
H -6.49 7.15 8.65
H -5.23 8.30 9.06
H -4.50 6.03 8.77
H -3.48 7.00 7.96
H -2.51 6.20 6.00
H -2.67 4.70 6.93
H -3.17 4.78 5.28
H -5.43 3.88 5.90
H -4.85 3.91 7.56
H -6.37 4.60 7.25
H -5.35 9.15 4.35
H -7.07 9.40 4.67
H -6.44 8.34 3.54
H -4.49 6.14 3.86
C 2.87 -5.85 -4.21
C 1.85 -6.97 -4.51
C 1.81 -6.83 -6.08
C 2.99 -7.51 -6.83
C 3.13 -8.97 -6.28
C 3.35 -9.04 -4.70
N 2.38 -8.19 -3.96
O 2.34 -8.26 -2.51
C 3.10 -10.47 -4.30
C 4.85 -8.77 -4.43
C 0.43 -6.71 -3.97
H 2.46 -4.90 -4.56
H 3.87 -6.12 -4.57
H 2.88 -5.66 -3.14
H 0.93 -7.34 -6.45
H 1.67 -5.81 -6.44
H 3.91 -6.94 -6.69
H 2.81 -7.55 -7.91
H 4.05 -9.39 -6.69
H 2.24 -9.53 -6.56
H 2.06 -10.74 -4.47
H 3.60 -11.19 -4.95
H 3.34 -10.67 -3.25
H 5.30 -7.85 -4.81
H 4.91 -8.82 -3.35
H 5.56 -9.51 -4.82
H -0.30 -7.45 -4.29
H -0.01 -5.84 -4.46
H 0.38 -6.63 -2.88
H 3.12 -7.87 -2.11
C -8.15 -3.19 0.97
C -6.79 -3.78 0.50
C -5.91 -2.57 0.04
C -5.11 -1.83 1.14
C -4.25 -2.80 2.04
C -5.18 -3.91 2.65
N -6.06 -4.48 1.61
O -6.84 -5.56 2.12
C -4.26 -4.98 3.21
C -5.91 -3.19 3.89
C -7.04 -4.70 -0.73
H -8.83 -4.04 1.10
H -8.52 -2.54 0.18
H -8.08 -2.68 1.93
H -5.13 -2.99 -0.60
H -6.49 -1.87 -0.56
H -5.85 -1.27 1.71
H -4.52 -1.10 0.57
H -3.88 -2.27 2.92
H -3.52 -3.40 1.50
H -3.74 -5.49 2.40
H -3.57 -4.72 4.01
H -4.97 -5.59 3.76
H -6.53 -3.95 4.37
H -5.19 -2.78 4.60
H -6.57 -2.43 3.48
H -6.31 -5.03 -1.47
H -7.89 -4.30 -1.29
H -7.47 -5.64 -0.40
H -6.33 -6.34 1.91
C 6.15 4.37 2.88
C 4.79 4.90 2.89
O 4.43 5.32 1.57
H 6.16 3.33 2.55
H 6.56 4.48 3.88
H 6.84 4.89 2.22
H 4.77 5.72 3.61
H 4.18 4.16 3.41
H 5.28 5.45 1.12
C 8.09 0.67 -7.42
C 7.68 -0.43 -6.38
O 7.39 0.22 -5.19
H 7.26 1.19 -7.90
H 8.65 0.33 -8.29
H 8.80 1.33 -6.90
H 8.41 -1.22 -6.15
H 6.80 -0.91 -6.80
H 6.69 -0.13 -4.63
C 1.25 3.33 -5.92
C 1.55 4.80 -5.59
O 0.39 5.47 -5.32
H 0.61 2.65 -5.36
H 2.22 2.94 -6.24
H 0.77 3.37 -6.89
H 2.09 5.19 -6.46
H 2.24 4.87 -4.75
H 0.28 5.35 -4.38
C 4.63 -5.52 4.14
C 6.09 -5.67 3.69
O 6.08 -6.28 2.47
H 4.24 -6.39 4.66
H 4.00 -5.30 3.27
H 4.49 -4.78 4.93
H 6.56 -6.28 4.46
H 6.61 -4.72 3.67
H 6.23 -5.55 1.87
C 9.14 7.80 -4.62
C 8.08 6.75 -4.95
O 7.72 5.84 -3.85
H 9.34 8.50 -5.43
H 10.06 7.25 -4.42
H 8.76 8.25 -3.70
H 8.41 6.14 -5.79
H 7.18 7.33 -5.16
H 7.96 4.93 -4.01
C 1.53 0.24 0.00
O 2.68 0.55 -0.71
H 1.66 -0.82 0.24
H 1.44 0.87 0.88
H 0.67 0.35 -0.65
H 2.61 1.50 -0.80
C -1.17 8.18 0.34
O -0.98 6.74 0.59
H -0.58 8.51 -0.51
H -2.20 8.53 0.25
H -0.64 8.56 1.22
H -0.07 6.67 0.88
*
```

Atom charges from the Löwdin analysis, given in e for atoms 1 to 4: number 1, C, carries -0.021; number 2, C, carries -0.509; number 3, C, carries -0.141; number 4, C, carries -0.155